Computed, not measured: a 10-piece molecular cluster, C8H36O10 overall, with the ωB97M-V functional and the def2-TZVPD basis.

```
54
C8H36O10 | OMol25 | the ωB97M-V functional and the def2-TZVPD basis
C 3.425 -0.804 -0.998
O 4.079 0.265 -1.628
H 4.071 -1.555 -0.542
H 2.841 -0.360 -0.193
H 2.669 -1.310 -1.599
H 3.411 0.762 -2.105
C 0.368 -0.421 0.872
O -0.822 -0.789 0.113
H 1.009 -1.260 1.143
H 0.907 0.260 0.213
H 0.058 0.038 1.810
H -1.404 -1.280 0.699
O -1.971 1.200 3.505
H -1.180 1.090 4.033
H -2.190 0.315 3.214
O -0.211 -1.906 -2.219
H 0.335 -2.605 -1.859
H -0.457 -1.378 -1.460
O 3.434 -1.046 2.416
H 2.725 -0.440 2.631
H 4.031 -0.532 1.873
O 2.178 2.023 2.574
H 2.621 1.836 1.747
H 1.681 2.823 2.405
O -2.005 -1.319 2.886
H -2.934 -1.452 2.697
H -1.744 -2.102 3.370
C 3.036 3.957 -1.627
C 1.787 3.083 -1.434
O 1.895 1.972 -2.323
H 2.929 4.838 -0.994
H 3.183 4.458 -2.583
H 3.886 3.341 -1.330
H 0.952 3.680 -1.800
H 1.643 2.688 -0.428
H 1.349 2.053 -3.109
C -2.915 -3.980 -0.375
C -1.749 -4.777 0.195
O -0.863 -3.965 0.925
H -3.500 -3.368 0.311
H -3.642 -4.670 -0.803
H -2.611 -3.395 -1.243
H -1.215 -5.356 -0.559
H -2.086 -5.483 0.954
H -1.038 -3.985 1.868
C -3.665 1.726 -1.795
C -2.322 2.069 -1.054
O -2.050 3.421 -1.048
H -3.633 1.964 -2.859
H -4.539 2.157 -1.306
H -3.820 0.648 -1.741
H -1.495 1.418 -1.339
H -2.287 1.844 0.012
H -2.157 3.607 -0.112
```

Values from the calculation:
2S+1 = 2
energy = -29342.520 eV
HOMO energy (alpha / beta) = -12.390 / -12.380 eV
relative energy (zero: lowest compared OMol25 entry of this formula, charge and spin) = 0.0 kcal per mole
charge = +1
gap between HOMO and LUMO (alpha / beta) = 9.3 / 2.6 eV
LUMO energy (alpha / beta) = -0.115 / -0.360 Ha
expectation value of S² = 0.7543